# C12H16Br2N3O8P2Ru

A structure of composition C12H16Br2N3O8P2Ru (the ωB97M-V functional and the def2-TZVPD basis, the OMol25 dataset).

XYZ file:
```
44
Properties=species:S:1:pos:R:3:forces:R:3:nbo_charge:R:1
Ru 0.255591 -0.141690 -0.290784 -2.580 5.563 -1.033 1.662
O 5.821465 -2.503347 -0.259041 -1.930 0.535 0.498 -0.603
C 4.550274 -1.994443 -0.220608 1.524 0.337 0.185 0.412
C 3.484044 -2.528524 -0.923833 1.524 -2.504 -2.145 -0.282
C 2.271651 -1.988787 -0.941183 -0.963 -0.143 -0.192 0.057
N 2.029246 -0.931809 -0.180507 1.754 0.573 0.603 -0.621
C 2.996388 -0.298552 0.452073 2.060 -0.554 0.709 0.180
Br 2.553058 1.255259 1.466058 0.060 -0.578 -0.468 0.199
C 4.302432 -0.800085 0.451606 -0.162 0.693 0.896 -0.279
H 5.796888 -3.469951 -0.356004 0.098 0.200 -0.256 0.512
H 3.673731 -3.331699 -1.644745 0.006 0.027 0.506 0.262
H 1.439681 -2.337700 -1.563318 0.427 -0.171 0.240 0.232
H 5.067360 -0.316859 1.058515 -0.076 -0.069 -0.355 0.281
O -2.383203 -5.358066 0.952918 0.931 1.631 0.575 -0.596
C -1.794713 -4.131496 0.818073 -0.374 -1.626 0.303 0.416
C -0.896639 -3.588138 1.803183 -0.928 -0.994 1.057 -0.280
C -0.375832 -2.375031 1.591962 0.351 0.919 -1.841 0.064
N -0.630166 -1.808547 0.358909 -0.189 -0.266 2.029 -0.609
C -1.538922 -2.179335 -0.485000 -0.778 -3.440 0.084 0.185
Br -1.788248 -1.062437 -1.979227 -0.096 -0.181 -0.374 0.258
C -2.124983 -3.451220 -0.354925 0.248 1.640 0.765 -0.299
H -2.225175 -5.689905 1.856259 -0.109 -0.125 -0.390 0.508
H -0.701993 -4.017763 2.799802 -0.355 -0.321 -0.775 0.268
H 0.289013 -1.798311 2.270229 -0.567 -0.658 -0.516 0.246
H -2.917838 -3.790487 -0.980293 -0.234 -0.377 -0.451 0.278
N -1.927773 4.531792 0.049260 -0.335 -0.374 0.407 -0.700
C -1.628330 3.052433 -0.326676 0.466 1.160 -0.557 -0.614
C -2.746194 2.603140 -1.251531 -0.500 -0.658 1.434 -0.648
P -1.777891 2.109207 1.256432 0.705 -1.168 0.306 2.374
O -0.764280 2.573112 2.433336 0.254 -0.460 -1.850 -0.934
O -3.120166 2.303396 1.746414 -1.492 0.580 0.261 -1.075
O -1.412213 0.676729 0.747913 1.162 0.583 0.377 -1.126
P 0.008308 3.046936 -1.222714 0.396 1.600 1.027 2.356
O -0.417127 3.546672 -2.725897 1.491 1.029 1.170 -0.987
O 0.799151 3.967604 -0.315268 -0.603 -1.159 -1.814 -1.105
O 0.532158 1.611318 -1.452315 -0.627 -0.398 0.623 -1.123
H -2.527540 5.018481 -0.632802 0.332 -0.286 0.101 0.443
H -1.109180 5.109232 0.265640 0.407 -0.331 -0.265 0.474
H -2.462069 4.455416 0.920716 -0.404 0.255 0.084 0.457
H -3.676413 2.443381 -0.649319 0.554 0.272 -0.790 0.267
H -2.399646 1.633648 -1.599308 -0.420 0.023 -0.520 0.226
H -2.840267 3.330172 -2.044621 -0.259 -0.150 -0.419 0.239
H 0.127606 2.340147 2.121656 0.116 0.377 0.498 0.488
H 0.188759 4.286109 -3.021036 -0.884 -1.003 0.270 0.536
```
Forces are in eV/Å.

## Properties
2S+1: 6
Charge: +2
Electronic energy (eV): -194785.216
⟨S²⟩: 8.7604
Energy above the lowest of the compared OMol25 structures with the same formula, charge and spin (eV): 0.0000
Molar mass (g/mol): 653.1
HOMO energy (alpha / beta) (Eh): -0.5255 / -0.5815